No. 1
101
Properties=species:S:1:pos:R:3:forces:R:3 method="wB97M-V/def2-TZVPD" total_energy_ha=-3174.5795 largest_force_ha_per_bohr=0.0781 relative_energy_kcal_mol=55.3 lumo_ev=0.403 orbital_gap_ev=8.89 homo_ev=-8.49
Sr 0.0902 -1.0201 0.7253 -0.982 3.056 2.411
O 1.8136 -3.2588 -1.9847 -0.288 -0.201 0.070
C 1.4791 -2.0851 -1.5127 0.406 0.261 -0.861
O 0.3385 -1.7000 -1.3317 0.855 -0.823 -2.712
C 2.6649 -1.1924 -1.2312 0.122 -0.028 -0.270
O 2.2843 -0.2296 -0.2743 0.286 -0.235 -0.434
C 3.1221 -0.1417 0.8713 0.022 0.646 0.740
C 2.3585 0.7687 1.8829 0.437 0.105 0.029
O 2.9802 1.6664 2.4391 0.044 -0.076 -0.037
O 1.1375 0.4480 2.0213 1.042 1.169 1.120
H 1.0104 -3.8467 -1.8206 0.166 0.114 -0.141
H 2.9300 -0.7082 -2.1788 0.076 0.017 0.062
H 3.5069 -1.8071 -0.9104 0.001 0.074 0.096
H 4.0943 0.2972 0.6387 -0.055 -0.059 -0.118
H 3.2533 -1.1203 1.3517 0.058 -0.077 -0.201
C -2.9502 -3.8459 -2.9569 -0.266 0.153 -0.040
N -2.5805 -2.7233 -3.7957 0.153 0.063 0.062
C -1.8830 -3.0570 -5.0251 0.048 0.000 -0.033
C -2.4932 -1.4797 -3.2117 -0.281 0.108 -0.065
N -2.7201 -1.1626 -2.0042 0.017 0.024 -0.029
N -2.2581 -0.4560 -4.1651 0.043 -0.009 0.112
C -1.6115 0.7390 -3.8736 0.164 0.180 -0.059
N -2.0216 1.7901 -4.6820 -0.155 -0.069 0.063
N -0.7226 0.8059 -2.9697 0.138 -0.192 0.174
H -3.2329 -4.6845 -3.5928 -0.022 0.030 -0.002
H -3.8090 -3.5727 -2.3413 -0.008 -0.054 -0.015
H -2.1343 -4.1488 -2.3064 0.171 -0.089 0.132
H -2.5893 -3.2869 -5.8296 0.047 -0.038 0.007
H -1.2424 -3.9288 -4.8719 -0.006 0.008 0.023
H -1.2517 -2.2297 -5.3363 -0.006 -0.020 -0.017
H -2.7550 -1.9339 -1.3476 0.048 -0.227 -0.179
H -2.8797 -0.4602 -4.9554 -0.013 -0.016 -0.009
H -2.5264 1.5865 -5.5268 0.006 0.028 -0.021
H -1.3977 2.5752 -4.7380 0.035 -0.011 -0.026
H -0.3487 1.7410 -2.8460 -0.162 0.102 -0.109
N -1.0300 -1.1135 3.1401 -0.192 -0.210 0.268
C -2.2259 -0.3400 3.5127 0.076 0.153 0.101
C -2.0824 1.1156 3.0389 -0.163 -0.195 -0.136
C -3.0845 1.5085 1.9504 0.231 -0.153 0.009
C -3.0321 0.6254 0.7075 0.043 0.161 0.035
N -1.6814 0.5717 0.1325 -0.958 0.431 -0.322
H -1.1389 -2.0815 3.4266 0.030 0.039 0.112
H -0.2262 -0.7232 3.6239 0.045 -0.055 -0.022
H -2.3860 -0.3640 4.5973 -0.094 -0.037 -0.062
H -3.0879 -0.8132 3.0384 -0.013 -0.018 0.070
H -1.0703 1.2302 2.6462 0.030 0.181 0.115
H -2.2087 1.7950 3.8839 0.123 0.024 -0.006
H -2.8698 2.5368 1.6452 -0.101 0.045 0.026
H -4.0979 1.4827 2.3629 -0.029 0.054 -0.069
H -3.7462 1.0279 -0.0206 -0.072 -0.169 0.024
H -3.3361 -0.3978 0.9454 -0.107 0.018 -0.033
H -1.3705 1.5239 -0.0374 0.172 0.044 0.020
H -1.7957 0.1620 -0.8016 -0.012 0.132 -0.074
O -0.4895 3.1624 -0.2722 -0.281 -0.110 0.142
S 0.5516 3.9657 -0.9619 0.458 0.310 0.297
C 2.1725 3.1747 -0.5885 -0.377 0.306 -0.078
C 3.2208 3.8824 -1.3874 0.093 0.041 -0.122
C 4.1735 4.6917 -0.7769 -0.049 -0.042 0.047
C 5.0763 5.4165 -1.5405 0.061 0.056 0.023
C 5.0469 5.3404 -2.9250 -0.008 -0.051 0.039
C 4.1103 4.5230 -3.5423 0.014 0.012 -0.067
C 3.2071 3.7999 -2.7800 0.022 0.001 0.033
C 0.6958 5.5279 0.0226 0.182 -0.314 -0.243
C 1.3335 5.4265 1.3752 -0.027 -0.047 0.033
C 0.9011 4.4829 2.3052 0.020 -0.017 0.026
C 1.5035 4.4052 3.5503 0.009 0.000 -0.014
C 2.5220 5.2816 3.8891 0.034 0.047 0.058
C 2.9491 6.2318 2.9740 0.044 0.008 -0.015
C 2.3646 6.2967 1.7186 -0.039 -0.015 -0.017
H 2.0220 2.1388 -0.8976 -0.034 0.001 -0.017
H 2.3371 3.2067 0.4874 0.043 -0.050 0.029
H 4.2061 4.7497 0.3032 -0.025 0.007 0.035
H 5.8003 6.0507 -1.0449 0.040 -0.022 -0.017
H 5.7576 5.9008 -3.5181 -0.023 0.026 -0.003
H 4.0787 4.4559 -4.6224 0.017 -0.030 0.000
H 2.4813 3.1591 -3.2682 -0.028 0.013 -0.003
H -0.3493 5.8301 0.1093 -0.029 -0.011 -0.169
H 1.2242 6.2349 -0.6186 -0.032 0.054 0.016
H 0.1205 3.7813 2.0401 -0.032 0.013 -0.027
H 1.1881 3.6432 4.2483 -0.006 -0.040 0.003
H 2.9903 5.2232 4.8627 0.000 -0.025 0.008
H 3.7466 6.9173 3.2318 -0.001 -0.002 0.006
H 2.7108 7.0284 0.9974 -0.007 0.003 -0.011
C -2.5091 -8.4344 3.5585 0.042 0.058 -0.088
C -2.0196 -7.2207 2.8175 0.003 -0.028 0.026
C -1.1426 -6.3209 3.4111 -0.099 -0.044 0.004
C -0.6334 -5.2436 2.6991 0.179 0.202 -0.041
C -1.0015 -5.0643 1.3796 0.176 0.093 -0.060
C -1.9051 -5.9341 0.7821 -0.014 -0.033 -0.106
C -2.4091 -7.0047 1.4955 0.053 0.131 0.095
S -0.3987 -3.7243 0.3660 -1.300 -2.978 0.247
O -0.2398 -4.3759 -0.9377 -0.028 0.196 0.099
O 0.8517 -3.2178 0.9271 0.503 -1.062 0.316
O -1.4675 -2.7323 0.4388 -0.694 -0.829 -0.363
H -2.1919 -8.4145 4.5995 -0.036 -0.030 0.018
H -2.1008 -9.3324 3.0914 -0.022 -0.053 0.070
H -3.5961 -8.5110 3.5201 -0.008 0.006 0.035
H -0.8532 -6.4707 4.4439 0.056 0.011 -0.002
H 0.0676 -4.5562 3.1572 0.028 -0.036 0.017
H -2.1815 -5.7690 -0.2503 -0.044 -0.078 -0.005
H -3.1080 -7.6872 1.0273 0.015 -0.009 -0.033



No. 2
97
Properties=species:S:1:pos:R:3:forces:R:3 method="wB97M-V/def2-TZVPD" total_energy_ha=-7747.4967 largest_force_ha_per_bohr=0.0162 relative_energy_kcal_mol=4.3 lumo_ev=3.593 orbital_gap_ev=5.52 charge=-2 homo_ev=-1.92
Ba -0.2658 0.8181 -0.4464 0.667 0.279 -0.414
C -5.0580 0.8605 -0.1225 -0.015 -0.014 -0.012
C -4.7691 -0.5888 0.1201 -0.038 0.129 -0.065
N -5.7768 -1.4257 0.2875 -0.030 0.081 0.000
C -5.5134 -2.7211 0.4825 0.019 -0.113 0.008
C -4.2352 -3.2440 0.5523 -0.039 0.091 0.017
C -4.0828 -4.7358 0.6948 -0.009 -0.035 -0.052
O -4.6592 -5.2585 1.8895 0.031 -0.014 0.051
C -3.1574 -2.3590 0.4125 0.087 -0.113 0.037
C -1.7238 -2.7436 0.4273 -0.097 0.056 0.141
N -1.0299 -3.2815 1.3479 0.098 0.049 -0.303
C -1.5367 -3.6289 2.5974 -0.109 0.009 0.073
C -1.6387 -4.9868 2.9128 -0.013 -0.035 0.050
C -2.0684 -5.4088 4.1575 -0.005 0.013 0.008
C -2.3827 -4.4749 5.1369 0.008 -0.010 -0.028
C -2.2429 -3.1255 4.8546 -0.010 -0.010 0.013
C -1.8183 -2.6985 3.6018 -0.046 0.041 0.130
I -1.5478 -0.6510 3.3136 0.015 -0.022 -0.023
C -3.4036 -0.9937 0.1497 0.073 0.136 0.163
O -2.4529 -0.1299 -0.0010 -0.535 -0.547 0.078
H -6.1328 1.0307 -0.0942 0.004 0.001 -0.001
H -4.5596 1.4839 0.6232 0.003 0.010 0.000
H -4.6603 1.1773 -1.0898 -0.010 0.004 0.007
H -6.3702 -3.3797 0.5848 0.013 -0.012 0.003
H -4.6218 -5.2357 -0.1125 0.020 0.021 -0.007
H -3.0311 -5.0216 0.6086 0.015 -0.018 0.012
H -4.2157 -4.8294 2.6310 0.006 0.000 0.014
H -1.1673 -2.4854 -0.4711 0.048 0.052 -0.128
H -1.3756 -5.7037 2.1463 0.004 -0.013 -0.011
H -2.1572 -6.4685 4.3603 -0.003 -0.005 0.006
H -2.7191 -4.7908 6.1159 -0.002 -0.001 0.002
H -2.4612 -2.3863 5.6139 -0.002 -0.003 0.001
C 4.6812 -2.2383 -0.6334 0.003 -0.025 -0.006
Si 3.1391 -1.2540 -1.1594 -0.177 -0.041 0.003
C 3.3513 -1.0006 -3.0174 0.091 -0.021 0.012
C 1.6925 -2.4808 -1.0680 0.029 -0.020 0.004
C 2.8425 0.2653 -0.2090 0.098 0.179 0.085
Si 3.6477 1.7732 -0.8771 -0.113 0.037 0.019
C 2.9310 2.4249 -2.4933 -0.048 -0.084 0.023
C 3.5354 3.2677 0.2832 0.018 -0.037 0.074
C 5.5156 1.5704 -1.1972 -0.020 0.000 -0.062
Si 2.9995 0.0961 1.5777 -0.085 0.041 -0.029
C 4.7466 0.2059 2.3186 0.004 0.007 0.007
C 2.2966 -1.4976 2.3077 0.074 -0.072 -0.038
C 2.0448 1.4895 2.5062 0.038 0.056 0.039
C 2.5637 2.1812 3.6024 -0.009 -0.001 0.012
C 1.8585 3.2325 4.1650 -0.011 0.009 -0.003
C 0.6350 3.5892 3.6208 0.042 -0.028 0.029
C 0.1642 2.8533 2.5456 -0.036 -0.047 0.106
N 0.8373 1.8316 2.0173 -0.028 0.007 -0.068
H 4.8359 -3.0958 -1.2968 0.017 -0.009 0.016
H 4.5856 -2.6180 0.3875 0.016 -0.012 0.015
H 5.5765 -1.6098 -0.6706 -0.033 0.005 -0.018
H 3.3770 -1.9854 -3.4951 0.017 -0.004 -0.019
H 4.2777 -0.4802 -3.2765 -0.050 0.012 -0.004
H 2.5126 -0.4482 -3.4445 -0.044 0.041 -0.017
H 0.9085 -2.1674 -1.7701 0.011 -0.009 0.032
H 1.2521 -2.5888 -0.0737 0.019 0.030 -0.001
H 2.0227 -3.4782 -1.3774 -0.044 -0.002 -0.061
H 1.8388 2.5034 -2.4506 0.084 0.002 -0.009
H 3.1813 1.7966 -3.3494 -0.031 -0.007 -0.018
H 3.3180 3.4308 -2.6836 0.014 0.002 -0.009
H 2.4978 3.5379 0.4989 0.009 -0.015 -0.022
H 3.9973 4.1236 -0.2175 0.021 0.012 -0.003
H 4.0531 3.1154 1.2345 -0.016 0.024 -0.001
H 5.6965 0.8600 -2.0097 0.008 0.009 0.026
H 6.0426 1.2016 -0.3136 -0.014 0.008 0.040
H 5.9592 2.5287 -1.4870 0.018 -0.004 -0.013
H 5.3837 -0.5412 1.8389 0.003 -0.025 -0.005
H 4.7471 0.0088 3.3955 0.023 -0.007 0.007
H 5.2036 1.1840 2.1464 -0.004 0.002 -0.007
H 2.9045 -2.3547 2.0015 -0.025 -0.008 0.028
H 1.2745 -1.6999 1.9872 -0.066 0.016 0.012
H 2.3020 -1.4488 3.4002 0.004 -0.003 0.015
H 3.5359 1.9069 3.9920 -0.005 0.007 0.008
H 2.2665 3.7801 5.0075 0.000 0.000 -0.002
H 0.0573 4.4188 4.0054 0.002 0.007 0.002
H -0.7798 3.1037 2.0698 0.018 0.026 -0.028
O -0.4038 3.2194 -5.4582 -0.044 0.024 -0.007
C -0.7291 3.6823 -4.1494 0.021 0.038 0.020
C -2.0751 3.1466 -3.6427 0.006 -0.077 0.018
C -3.1552 3.8562 -4.4735 0.006 -0.013 0.004
O -4.4918 3.4206 -4.2064 0.013 -0.012 -0.001
C -2.3251 3.4748 -2.1381 0.081 -0.130 -0.042
Se -0.8143 3.9178 -0.9053 -0.138 -0.003 -0.075
C -2.1966 1.6290 -3.9487 0.074 0.133 0.153
Se -0.5982 0.4904 -3.6583 0.019 -0.056 -0.039
H -0.1333 2.2937 -5.3236 0.017 -0.016 -0.016
H -0.7551 4.7756 -4.1930 -0.015 -0.009 0.015
H 0.0487 3.4057 -3.4404 -0.001 -0.009 0.001
H -2.9220 3.7249 -5.5370 0.000 0.003 0.013
H -3.1421 4.9251 -4.2466 0.002 0.007 -0.002
H -4.4652 2.4586 -4.1684 -0.013 -0.006 0.004
H -2.8688 2.6400 -1.6906 0.001 0.021 0.000
H -2.9939 4.3321 -2.0760 0.006 0.003 0.002
H -2.4418 1.5036 -5.0051 -0.009 0.011 -0.006
H -3.0126 1.1965 -3.3631 0.007 0.020 0.018



No. 3
105
Properties=species:S:1:pos:R:3:forces:R:3 method="wB97M-V/def2-TZVPD" total_energy_ha=-2840.0228 largest_force_ha_per_bohr=0.0402 lumo_ev=-3.741 orbital_gap_ev=7.66 charge=+1 homo_ev=-11.40
N 7.6367 -7.3389 -0.3257 0.034 0.261 0.335
C 6.7356 -6.6499 -0.5213 -0.061 -0.307 -0.810
O 5.6670 -6.0067 -0.9173 -0.033 -0.055 0.315
C 4.5414 -6.4474 -0.1723 -0.898 -0.043 -0.062
C 4.0886 -7.9192 -0.3818 -0.570 0.876 -0.015
N 2.7049 -7.7011 -0.9295 -0.106 -0.926 1.022
C 2.3199 -6.5466 -0.3182 0.825 0.330 -1.305
N 1.2403 -6.3300 0.3807 -0.065 0.133 -0.603
C 0.9296 -5.0603 1.0347 -0.213 0.702 0.197
O -0.3483 -4.5344 0.6934 -0.171 -0.473 0.641
N -0.9767 -5.1871 -0.4634 -0.022 -0.573 -0.223
O -1.9884 -5.6477 -0.1567 0.158 0.525 -0.134
N 3.3347 -5.6459 -0.5388 0.899 -0.216 1.848
H 4.6845 -6.2720 0.8957 0.665 0.004 -0.107
H 3.9396 -8.3285 0.6165 0.502 -0.458 -0.116
H 4.7314 -8.5272 -1.0078 -0.042 0.043 -0.110
H 2.1265 -8.5236 -0.7978 -0.198 0.187 -0.088
H 0.5950 -7.1042 0.4758 -0.037 0.082 0.171
H 0.9499 -5.2333 2.1125 -0.234 0.014 0.010
H 1.6669 -4.2925 0.8040 0.222 -0.267 -0.193
H 3.3657 -4.8521 0.0973 -0.503 0.422 -0.523
O 3.1678 -1.9771 1.5081 -0.070 -0.424 -0.134
C 2.5313 -1.6336 0.5451 0.105 0.411 0.330
O 2.6828 -2.2506 -0.6517 -0.226 -0.237 0.074
C 1.8694 -1.5805 -1.6523 -0.185 0.201 -0.249
C 0.7974 -0.8543 -0.8578 -0.115 -0.024 0.094
C 1.5277 -0.5125 0.4376 -0.266 -0.596 -0.189
H 2.5104 -0.9005 -2.2138 0.050 -0.024 0.036
H 1.4624 -2.3247 -2.3330 0.167 -0.125 0.045
H 0.3979 0.0103 -1.3762 0.112 0.081 -0.007
H -0.0305 -1.5364 -0.6416 0.028 -0.029 -0.008
H 2.0610 0.4315 0.3712 -0.024 0.086 0.002
H 0.8638 -0.5080 1.2983 0.187 0.124 0.143
O 1.5617 2.0462 -1.0185 0.056 0.180 0.039
C 1.2776 3.1050 -0.5177 -0.086 0.028 -0.344
O 0.6204 3.1860 0.6499 0.041 -0.028 0.054
C 0.3205 4.5727 0.9566 -0.036 0.261 0.062
C 1.3311 5.3768 0.1584 0.214 0.032 -0.174
C 1.5428 4.4895 -1.0677 0.124 0.141 0.469
H -0.7054 4.7776 0.6566 -0.007 -0.027 -0.038
H 0.4085 4.7244 2.0292 0.005 -0.186 0.020
H 0.9914 6.3828 -0.0693 -0.073 -0.115 0.066
H 2.2662 5.4538 0.7172 -0.009 -0.024 0.009
H 0.8156 4.6954 -1.8553 0.038 -0.048 -0.057
H 2.5505 4.5547 -1.4687 -0.072 -0.106 -0.206
O 2.3834 -6.4994 4.3542 -0.097 0.039 -0.193
C 2.0898 -5.5515 5.0321 0.324 -0.039 -0.077
O 1.0384 -4.7639 4.7295 -0.123 0.043 -0.141
C 0.9785 -3.6353 5.6289 0.023 0.174 0.243
C 1.7475 -4.0855 6.8642 0.110 -0.058 0.009
C 2.7957 -5.0233 6.2610 -0.449 0.101 0.251
H 1.4430 -2.7782 5.1381 0.030 -0.041 -0.035
H -0.0625 -3.4022 5.8357 -0.042 -0.106 -0.132
H 2.1654 -3.2571 7.4312 0.009 0.031 -0.062
H 1.0891 -4.6482 7.5267 -0.014 0.018 -0.006
H 3.6914 -4.4874 5.9432 0.048 -0.075 -0.018
H 3.0677 -5.8379 6.9258 0.181 -0.042 -0.118
O 5.0061 -1.2333 -3.6764 0.017 0.140 0.005
C 5.8855 -1.3712 -2.8766 -0.137 -0.289 -0.137
O 7.1105 -0.8190 -3.0249 -0.029 0.028 0.033
C 7.9820 -1.2475 -1.9632 0.094 -0.021 0.148
C 7.0522 -1.6670 -0.8315 -0.072 -0.082 0.007
C 5.8386 -2.1870 -1.6005 0.364 0.347 0.381
H 8.5923 -2.0755 -2.3303 -0.026 -0.012 -0.013
H 8.6367 -0.4238 -1.6908 -0.030 0.064 -0.140
H 7.4986 -2.3929 -0.1542 0.058 -0.008 -0.057
H 6.7670 -0.7929 -0.2446 0.017 0.000 0.004
H 5.9386 -3.2441 -1.8554 -0.098 0.003 -0.058
H 4.9062 -2.0135 -1.0739 -0.073 -0.196 -0.150
O -0.6248 7.8270 0.2058 -0.174 -0.105 0.127
C -1.7782 7.6304 -0.0625 0.119 0.265 -0.278
O -2.4030 6.4647 0.2171 0.015 -0.006 0.016
C -3.7491 6.4802 -0.3143 -0.257 -0.004 -0.050
C -4.0988 7.9495 -0.4650 0.488 0.247 0.049
C -2.7337 8.5679 -0.7708 -0.377 -0.176 0.351
H -3.7484 5.9525 -1.2701 0.048 0.013 -0.001
H -4.4067 5.9565 0.3738 0.130 -0.067 0.064
H -4.8462 8.1302 -1.2183 -0.055 -0.051 -0.117
H -4.4727 8.3403 0.4819 -0.053 -0.027 -0.014
H -2.5047 8.5521 -1.8379 0.071 0.055 0.008
H -2.6321 9.5783 -0.3851 0.200 0.033 -0.131
O -6.0252 -0.3204 0.8788 0.103 0.109 -0.048
C -5.3247 -1.0710 0.2728 -0.298 -0.111 0.096
O -4.6607 -0.7114 -0.8573 0.072 -0.001 0.022
C -3.9867 -1.8449 -1.4208 0.069 -0.099 -0.042
C -3.8153 -2.8230 -0.2648 -0.036 -0.067 0.078
C -5.0526 -2.5332 0.5810 0.481 0.026 -0.137
H -4.6061 -2.2544 -2.2218 -0.014 -0.014 0.016
H -3.0392 -1.5180 -1.8439 -0.053 0.144 -0.010
H -3.7318 -3.8580 -0.5887 -0.092 0.023 -0.081
H -2.9164 -2.5710 0.3029 0.007 0.006 -0.015
H -5.9148 -3.1214 0.2646 -0.045 0.019 0.064
H -4.8786 -2.6729 1.6439 -0.226 0.015 0.043
O -6.9312 7.7079 -1.0965 -0.286 -0.166 -0.145
C -7.6066 8.0078 -2.0407 0.084 0.218 0.219
O -7.4736 7.4116 -3.2453 -0.019 -0.022 -0.019
C -8.3340 8.0459 -4.2113 -0.139 0.064 -0.119
C -9.4215 8.7237 -3.3894 -0.025 0.085 0.085
C -8.6687 9.0863 -2.1106 -0.303 -0.265 -0.288
H -7.7395 8.7599 -4.7846 0.015 0.011 0.028
H -8.7223 7.2893 -4.8881 0.118 -0.099 0.048
H -9.8751 9.5723 -3.8966 0.062 0.007 -0.033
H -10.2117 8.0081 -3.1593 0.004 -0.007 -0.024
H -8.1743 10.0562 -2.1845 0.016 0.004 0.085
H -9.3001 9.0589 -1.2273 0.161 0.111 0.122